ORCA calculation (ωB97M-V/def2-TZVPD) on 36 unconnected molecules or ions with the total composition H72O36.

Last column: Löwdin charge in e.
Cartesian coordinates (Å):
O -1.24183 18.94060 10.03706  -0.039
H -0.41608 19.42229 10.08545  0.062
H -1.17801 18.28460 10.73121  -0.002
O -3.43783 20.40881 11.30268  -0.050
H -3.03243 19.80105 10.68420  -0.012
H -3.46864 21.24296 10.83421  0.024
O -2.80749 13.79023 9.79537  -0.044
H -3.50126 13.38009 9.27894  0.018
H -1.99726 13.53601 9.35361  0.041
O -5.75706 21.04023 9.28012  -0.040
H -5.82634 21.24167 10.21332  0.061
H -5.88844 21.88140 8.84264  0.054
O -7.44950 13.88424 10.80859  -0.031
H -6.93291 13.10207 11.00240  0.071
H -8.35346 13.62522 10.98744  0.057
O -5.40178 13.97205 3.84327  -0.008
H -4.61868 13.73739 3.34536  0.075
H -5.96114 13.19711 3.79010  0.058
O -3.74841 13.81230 12.25789  -0.053
H -3.11325 14.14025 12.89450  0.041
H -3.22232 13.57582 11.49399  -0.026
O -0.87431 13.51906 7.52607  -0.041
H -0.47337 12.68583 7.77348  0.084
H -1.38590 13.31605 6.74294  0.004
O -4.36882 16.20088 7.49340  -0.042
H -5.27314 15.91692 7.35999  -0.004
H -4.38028 17.13794 7.29840  0.012
O -6.79784 14.70644 7.89757  -0.033
H -7.67787 14.96266 7.62164  0.005
H -6.87698 14.55177 8.83887  0.027
O -8.92349 11.91847 7.52544  -0.025
H -9.05741 12.82502 7.24895  -0.004
H -9.22696 11.89705 8.43302  0.066
O -9.51803 16.02993 10.76414  -0.048
H -9.11139 16.75206 11.24310  0.037
H -8.78114 15.52123 10.42584  -0.017
O -6.47408 11.12538 6.95650  -0.048
H -7.36018 11.38017 7.21366  -0.029
H -6.53850 10.94664 6.01834  0.044
O 0.31377 14.98476 4.76272  -0.037
H -0.58859 15.04825 5.07569  0.010
H 0.81984 14.74007 5.53747  0.027
O -6.96096 20.10834 5.36680  -0.031
H -7.66242 19.78221 5.93056  0.092
H -7.41480 20.48972 4.61525  0.101
O 0.60488 19.79165 7.39309  -0.044
H -0.31050 19.82263 7.11494  -0.012
H 0.69250 18.94798 7.83667  0.008
O -3.83661 16.31622 10.62805  -0.038
H -3.62848 15.39650 10.46359  0.000
H -3.89746 16.70801 9.75683  0.042
O -3.96079 20.09601 2.56350  -0.076
H -4.58703 19.46744 2.92260  -0.025
H -3.18117 19.99693 3.10995  -0.037
O -6.24164 16.08410 5.16562  -0.038
H -7.00319 15.83290 5.68828  0.044
H -5.89231 15.25573 4.83698  0.005
O -2.71306 16.93450 3.76058  -0.055
H -3.48011 17.46788 3.96878  -0.025
H -1.98946 17.36768 4.21334  -0.027
O -2.02951 20.35765 4.32789  -0.028
H -1.74462 19.63027 4.88105  0.003
H -1.26977 20.93832 4.28486  0.070
O -7.73117 19.32773 10.26250  -0.047
H -8.23203 20.14298 10.23529  0.027
H -6.89860 19.54343 9.84232  -0.018
O -7.90105 16.68233 2.84547  -0.042
H -8.73369 16.28072 3.09372  0.019
H -7.25042 16.24479 3.39455  -0.016
O -5.11102 18.37630 4.35106  -0.058
H -5.68341 17.66792 4.64569  0.002
H -5.60689 19.17540 4.52931  0.009
O -1.51581 16.06430 7.29937  -0.043
H -2.47048 16.11918 7.25669  0.019
H -1.33871 15.15951 7.55669  -0.017
O -1.19029 16.92942 12.05009  -0.034
H -2.08735 16.90476 11.71704  0.008
H -0.81604 16.08640 11.79422  0.047
O -5.48673 22.18652 6.30516  -0.029
H -6.24036 22.76946 6.39707  0.056
H -5.81112 21.45615 5.77832  0.003
O -9.31846 14.57332 6.77825  -0.019
H -9.40282 14.53157 5.82570  0.077
H -10.20840 14.43893 7.10411  0.084
O -6.09131 16.19324 12.15469  -0.065
H -6.37269 15.33411 11.84013  -0.025
H -5.25501 16.34757 11.71536  -0.030
O -4.44736 12.79531 7.81277  -0.034
H -4.93121 13.58901 7.58437  0.028
H -5.12526 12.13912 7.97431  0.030
O -2.40024 12.27952 5.75295  -0.036
H -3.06042 12.40488 6.43462  0.005
H -2.82126 11.70449 5.11396  0.059
O -2.91009 22.48144 7.35673  -0.076
H -3.84243 22.49803 7.14064  -0.035
H -2.69628 21.55099 7.42588  -0.038
O 0.79637 16.28447 8.96879  -0.043
H -0.05785 16.14079 8.56150  -0.022
H 1.41763 16.25177 8.24132  0.033
O -0.57616 17.90388 5.29283  -0.044
H -0.70172 17.40902 6.10251  0.006
H 0.25537 17.58422 4.94268  0.065
O -2.44692 19.84407 7.31472  -0.032
H -2.18102 19.46410 8.15208  0.027
H -3.23108 19.35416 7.06710  0.031
O -5.25519 18.96809 7.36633  -0.018
H -5.72997 19.19311 6.56623  0.000
H -5.55927 19.60494 8.01300  0.011

## Properties
LUMO energy ... -1.37 eV
Orbital gap ... 8.05 eV
HOMO energy ... -9.42 eV
Total charge ... 0